{
  "formula": "C21H50NO9P2",
  "method": "ωB97M-V with the def2-TZVPD basis set",
  "symbols": ["C", "C", "C", "C", "C", "C", "C", "N", "C", "C", "O", "H", "H", "H", "H", "H", "H", "H", "H", "H", "H", "H", "H", "H", "H", "H", "H", "H", "H", "H", "H", "O", "P", "O", "C", "C", "O", "C", "C", "O", "C", "C", "H", "H", "H", "H", "H", "H", "H", "H", "H", "H", "H", "H", "H", "H", "H", "O", "P", "O", "C", "C", "O", "C", "C", "O", "C", "C", "H", "H", "H", "H", "H", "H", "H", "H", "H", "H", "H", "H", "H", "H", "H"],
  "xyz": [[2.801, 0.045, -0.239], [2.541, 1.499, -0.862], [3.710, 2.481, -0.448], [1.082, 2.061, -0.497], [0.288, 2.216, -1.857], [-1.290, 2.160, -1.696], [-1.773, 0.760, -1.149], [-3.163, 0.758, -0.587], [-3.502, 1.951, 0.260], [-2.297, 2.967, 0.322], [-1.747, 3.307, -0.952], [2.242, 0.006, 0.736], [2.426, -0.724, -0.973], [3.910, -0.042, -0.068], [2.625, 1.359, -1.984], [3.622, 3.409, -1.077], [3.723, 2.702, 0.651], [4.696, 2.007, -0.728], [0.591, 1.369, 0.247], [1.267, 3.033, 0.040], [0.560, 1.335, -2.516], [0.601, 3.194, -2.316], [-1.713, 2.276, -2.742], [-1.788, 0.057, -2.036], [-1.063, 0.285, -0.414], [-3.252, -0.101, -0.022], [-3.842, 0.642, -1.352], [-4.423, 2.471, -0.105], [-3.718, 1.594, 1.311], [-1.485, 2.645, 1.040], [-2.715, 3.925, 0.750], [-6.399, -0.132, 2.653], [-7.785, -0.692, 2.317], [-8.420, 0.762, 1.851], [-8.038, 1.307, 0.596], [-8.836, 0.683, -0.534], [-8.351, -0.677, 3.876], [-7.505, -1.074, 4.957], [-7.086, 0.146, 5.752], [-9.287, -1.345, 1.869], [-9.698, -2.590, 2.452], [-10.925, -2.344, 3.307], [-6.961, 1.173, 0.434], [-8.236, 2.381, 0.638], [-8.586, -0.375, -0.648], [-8.631, 1.191, -1.479], [-9.905, 0.740, -0.326], [-6.638, -1.633, 4.601], [-8.084, -1.747, 5.596], [-6.566, 0.871, 5.123], [-6.431, -0.135, 6.580], [-7.964, 0.653, 6.159], [-8.894, -3.043, 3.036], [-9.946, -3.274, 1.637], [-10.699, -1.678, 4.142], [-11.313, -3.283, 3.707], [-11.709, -1.859, 2.721], [7.666, -0.252, -0.335], [8.279, -0.661, -1.674], [6.958, -1.391, -2.351], [5.885, -0.576, -2.800], [6.179, -0.002, -4.174], [9.050, -2.025, -1.121], [9.635, -2.043, 0.181], [8.791, -2.893, 1.109], [9.109, -0.863, -3.143], [10.542, -0.861, -3.127], [11.035, -2.232, -3.546], [5.686, 0.223, -2.078], [4.996, -1.210, -2.849], [7.013, 0.703, -4.130], [5.306, 0.521, -4.571], [6.464, -0.794, -4.869], [9.764, -1.033, 0.575], [10.633, -2.482, 0.086], [7.768, -2.519, 1.169], [9.217, -2.913, 2.114], [8.731, -3.918, 0.734], [10.931, -0.585, -2.144], [10.883, -0.110, -3.845], [10.725, -2.999, -2.833], [12.124, -2.247, -3.619], [10.612, -2.512, -4.513]],
  "atomic_forces_ev_per_a": [[-0.23, 1.27, -0.36], [0.55, -0.62, 0.27], [-0.18, -0.42, -0.73], [1.17, -0.14, -0.48], [-0.59, -0.64, 1.08], [0.61, 0.38, -1.01], [1.54, -0.51, -1.18], [-0.27, -0.64, -0.03], [0.13, 1.35, 1.50], [-0.15, 0.64, 0.67], [-0.66, -1.31, 0.54], [0.72, -0.35, -0.85], [0.44, 0.53, 1.04], [-1.22, -0.35, -0.14], [-0.19, 0.37, 1.17], [0.09, -0.61, 0.92], [-0.09, -0.08, -1.02], [-0.99, 0.48, 0.40], [0.42, 0.62, -0.84], [-0.63, -0.77, -0.67], [-0.17, 1.12, 0.50], [-0.55, -1.11, 0.13], [0.25, -0.10, 1.16], [0.03, 0.76, 1.01], [-0.90, 0.81, -0.49], [-0.10, 0.44, -0.22], [0.25, 0.26, 0.27], [0.88, -0.70, -0.02], [0.18, 0.33, -1.22], [-0.83, -0.02, -0.78], [0.43, -1.06, -0.48], [0.90, -3.47, -2.68], [-4.25, 6.68, 5.11], [0.33, -0.38, -0.95], [-0.32, 0.11, -0.09], [0.06, -0.09, -0.13], [0.39, -1.41, -0.65], [0.14, 0.29, 0.46], [0.00, 0.15, 0.02], [2.99, -1.37, -1.15], [-0.44, -0.62, 0.03], [-0.05, 0.34, 0.17], [0.08, 0.04, 0.04], [0.02, -0.07, 0.14], [-0.01, 0.02, -0.05], [-0.01, -0.02, 0.03], [0.09, 0.07, 0.00], [0.01, 0.13, -0.04], [-0.08, 0.02, -0.12], [0.06, -0.15, -0.04], [-0.05, 0.00, -0.02], [0.03, -0.11, 0.02], [-0.04, 0.07, 0.04], [0.11, 0.04, -0.01], [0.10, -0.11, -0.09], [0.05, 0.00, -0.12], [0.04, -0.15, -0.05], [1.65, 3.16, -2.17], [-2.16, -7.97, 1.06], [0.58, 0.95, -0.14], [-0.18, 0.08, -0.27], [0.04, 0.11, -0.06], [0.59, 1.12, -0.44], [-0.13, -0.30, 0.39], [-0.12, -0.10, 0.04], [-0.74, 2.83, 1.67], [0.61, 0.00, -0.27], [-0.17, -0.29, 0.08], [-0.02, -0.03, 0.05], [0.13, -0.08, 0.11], [-0.05, 0.02, -0.03], [0.04, 0.00, 0.02], [-0.08, 0.01, 0.07], [-0.14, -0.04, -0.01], [-0.04, 0.00, -0.15], [0.10, 0.15, 0.01], [0.00, -0.01, -0.05], [0.10, 0.05, 0.02], [-0.03, -0.07, -0.01], [-0.08, 0.05, 0.09], [0.02, 0.17, 0.03], [-0.06, 0.10, -0.04], [0.09, 0.13, -0.01]],
  "total_energy_ha": -2244.44448,
  "largest_force_ev_per_a": 9.4,
  "gap_ev": 7.6,
  "total_charge": 1
}



{
  "formula": "C3H11ClP",
  "method": "ωB97M-V with the def2-TZVPD basis set",
  "symbols": ["P", "C", "C", "C", "Cl", "H", "H", "H", "H", "H", "H", "H", "H", "H", "H", "H"],
  "xyz": [[-0.650, 0.323, 1.507], [-0.972, 0.006, -0.369], [0.155, -0.731, -1.086], [1.435, 0.086, -1.109], [2.529, -0.387, -2.488], [-1.769, 1.307, 1.503], [-1.592, -0.776, 1.885], [0.481, -0.664, 1.501], [0.313, 1.414, 1.126], [-0.397, 0.591, 2.932], [-1.155, 0.981, -0.839], [-1.893, -0.585, -0.437], [0.351, -1.672, -0.559], [-0.113, -0.991, -2.115], [2.038, -0.050, -0.218], [1.240, 1.147, -1.234]],
  "atomic_forces_ev_per_a": [[0.03, 0.00, 0.01], [0.00, -0.04, 0.00], [0.03, -0.11, -0.01], [0.02, 0.07, 0.07], [0.01, -0.05, -0.02], [0.03, -0.05, -0.01], [0.01, 0.04, 0.01], [-0.03, 0.04, 0.01], [-0.02, 0.02, 0.03], [-0.01, -0.02, -0.04], [0.05, 0.01, 0.05], [0.00, 0.03, 0.00], [0.03, 0.00, -0.07], [-0.04, 0.06, 0.01], [-0.11, 0.03, 0.07], [-0.01, -0.02, -0.10]],
  "total_energy_ha": -922.33553,
  "largest_force_ev_per_a": 0.1,
  "gap_ev": 6.5,
  "total_charge": -1
}



{
  "formula": "C4H6N2O",
  "method": "ωB97M-V with the def2-TZVPD basis set",
  "symbols": ["H", "N", "C", "N", "C", "C", "O", "C", "H", "H", "H", "H", "H"],
  "xyz": [[-2.650, 1.236, -1.006], [-1.711, 1.008, -0.725], [-0.798, 1.490, -1.467], [0.489, 1.295, -0.987], [1.053, -0.046, -0.884], [0.210, 0.073, 0.069], [-0.268, -0.318, 1.236], [0.516, -1.415, 1.736], [-0.929, 2.144, -2.334], [1.978, -0.401, -1.270], [0.523, -2.233, 1.004], [0.058, -1.750, 2.667], [1.541, -1.081, 1.917]],
  "atomic_forces_ev_per_a": [[-0.41, 0.02, -0.41], [-0.44, 0.36, -0.52], [-0.40, -0.01, 0.34], [-0.40, 0.09, 1.57], [0.14, -0.54, -0.06], [0.89, 0.09, -0.35], [0.37, 0.49, -0.39], [0.17, -0.15, 0.10], [0.05, -0.16, 0.09], [0.18, -0.44, -0.36], [-0.05, 0.15, 0.15], [-0.01, 0.13, -0.18], [-0.09, -0.05, 0.02]],
  "total_energy_ha": -340.57816,
  "smiles": "[H]/N=C/N1C=C1OC",
  "largest_force_ev_per_a": 1.6,
  "gap_ev": 9.2
}



Here are the calculated LUMO energy numbers, same order: -3.81, 3.42, 0.99 (eV).
Here are the calculated HOMO numbers, same order: -11.45, -3.09, -8.24 (eV).